95
Properties=species:S:1:pos:R:3:forces:R:3:mulliken_spin:R:1 method="wB97M-V/def2-TZVPD" gap_ev="5.76 / 6.31" total_charge=+2 largest_force_ha_per_bohr=0.0038 multiplicity=2 e_lumo_ev="-7.7651 / -7.2953" energy_ha=-5175.57175
W -0.203433 0.215912 0.115911 -0.177 0.073 0.025 0.970
C 1.688537 0.464247 3.991028 -0.019 0.030 -0.006 0.005
C 0.787098 -0.085914 3.109030 0.060 -0.052 -0.004 -0.015
N 0.864311 0.527026 1.908274 -0.053 0.091 0.052 0.012
N 1.831689 1.481797 2.025497 0.058 -0.042 -0.005 -0.033
C 2.331702 1.455872 3.256173 -0.039 0.010 0.019 -0.005
B 2.310057 2.311703 0.813886 -0.018 0.028 -0.019 0.026
N 1.138726 3.119290 0.243475 0.003 -0.028 -0.042 -0.001
C 1.005972 4.440177 0.091483 -0.028 0.007 -0.006 0.004
C -0.147411 4.687059 -0.632378 0.024 -0.019 0.001 0.001
C -0.670352 3.429242 -0.890461 -0.017 0.020 -0.002 0.011
N 0.106657 2.475352 -0.360848 0.105 -0.016 0.128 0.002
N 2.711779 1.302849 -0.284426 -0.003 0.033 0.008 -0.018
C 3.843087 1.182382 -0.978077 0.016 0.008 0.006 0.006
C 3.702388 0.147599 -1.893222 -0.002 -0.004 0.006 0.003
C 2.425114 -0.334591 -1.676884 -0.037 -0.009 0.001 -0.015
N 1.818575 0.372112 -0.705315 0.059 -0.056 -0.101 0.034
H 1.864640 0.188558 5.015636 0.002 -0.003 0.000 0.001
H 0.101537 -0.903749 3.248749 0.056 -0.022 0.001 -0.007
H 3.116851 2.137889 3.539422 0.005 0.001 -0.004 0.000
H 3.221348 3.012090 1.121993 0.001 -0.002 0.003 0.000
H 1.741714 5.115066 0.496721 0.005 -0.001 0.002 0.000
H -0.546143 5.639959 -0.931006 0.001 0.005 -0.003 0.000
H -1.561795 3.180376 -1.439705 0.024 0.013 -0.002 -0.001
H 4.678767 1.831987 -0.774757 0.001 0.003 0.003 0.000
H 4.433930 -0.212793 -2.594679 0.002 -0.002 -0.002 0.000
H 1.906494 -1.148685 -2.150244 0.006 0.044 0.014 0.025
N 0.289753 1.349133 -3.111951 -0.023 0.009 -0.007 0.001
C -0.870337 0.737067 -2.909528 0.043 0.004 0.017 -0.033
N -1.271015 0.189534 -1.742517 -0.010 0.030 0.003 -0.028
C -2.568720 -0.387064 -1.916129 -0.001 0.052 -0.001 -0.017
C -3.331622 -1.031585 -0.953881 0.000 0.008 0.029 0.031
C -4.604125 -1.467857 -1.289570 0.008 -0.023 0.005 -0.002
C -5.118670 -1.294081 -2.570119 0.006 0.005 -0.002 -0.003
C -4.360269 -0.670007 -3.545496 0.000 -0.013 0.016 0.000
C -3.099825 -0.220884 -3.190805 -0.012 -0.022 -0.031 0.001
S -1.970616 0.607197 -4.226273 -0.001 0.004 -0.002 0.000
H 0.886311 1.583727 -2.335241 0.009 0.003 -0.003 0.003
H 0.483471 1.775352 -4.003824 -0.005 -0.003 -0.006 -0.001
H -2.956577 -1.182148 0.048000 0.006 0.006 0.002 0.025
H -5.207268 -1.957122 -0.536402 0.002 -0.002 0.002 0.000
H -6.113096 -1.645773 -2.806481 -0.002 0.000 0.001 0.000
H -4.741878 -0.530651 -4.547710 0.000 0.002 -0.002 0.000
C -0.822563 -5.107461 2.114819 -0.014 -0.006 0.007 -0.007
Si -1.674361 -3.608205 1.397476 0.030 0.038 0.035 -0.021
C -3.007542 -4.245959 0.254278 -0.008 0.007 -0.013 -0.005
C -2.428691 -2.579577 2.762699 -0.018 -0.027 -0.013 -0.001
Ge 0.071271 -2.327952 0.152568 0.082 -0.102 0.035 0.007
Si 2.084213 -2.920588 1.462049 0.009 -0.058 -0.015 0.012
C 2.692619 -4.567899 0.822869 -0.004 0.020 -0.024 -0.002
C 3.472177 -1.680814 1.262494 -0.041 0.068 0.004 0.005
C 1.738645 -3.089838 3.310810 0.037 -0.032 -0.002 0.002
Si 0.194175 -3.631879 -1.929512 0.033 -0.005 -0.020 0.000
C -1.200376 -3.177087 -3.088704 -0.012 0.008 0.015 0.002
C 0.089995 -5.452699 -1.523166 -0.008 0.028 0.020 -0.003
C 1.808395 -3.393114 -2.867822 0.015 -0.026 -0.001 -0.002
H -1.611079 -5.700306 2.590925 0.006 -0.011 -0.001 -0.002
H -0.070802 -4.898371 2.870946 -0.007 0.013 0.002 0.001
H -0.375144 -5.731272 1.342156 0.010 -0.007 -0.033 0.001
H -3.870908 -4.509109 0.873374 -0.003 0.003 0.003 -0.001
H -2.688014 -5.156129 -0.250975 0.013 -0.022 0.002 0.001
H -3.342409 -3.545880 -0.503567 -0.014 0.023 -0.023 0.002
H -3.120932 -3.218459 3.319027 -0.003 0.008 0.010 0.000
H -2.996458 -1.724534 2.392429 0.007 -0.021 0.004 0.000
H -1.685814 -2.217829 3.476588 -0.008 0.001 0.011 -0.001
H 2.908508 -4.547758 -0.246032 0.011 -0.012 -0.003 0.000
H 1.987738 -5.375232 1.017716 -0.018 -0.015 0.016 0.000
H 3.624281 -4.812523 1.341103 0.001 0.006 0.013 0.000
H 3.872332 -1.647056 0.249533 -0.008 -0.014 -0.009 0.000
H 4.281360 -2.001630 1.925391 0.011 -0.007 -0.004 0.000
H 3.187793 -0.670919 1.561765 0.030 -0.032 -0.006 0.000
H 0.697222 -3.018288 3.619852 -0.022 0.015 -0.014 -0.001
H 2.311713 -2.350436 3.871949 0.006 -0.007 -0.015 0.001
H 2.094125 -4.076770 3.618493 -0.012 0.005 0.025 0.000
H -2.187521 -3.248364 -2.631247 -0.013 0.003 0.006 0.000
H -1.169535 -3.875395 -3.930200 -0.008 0.003 -0.008 0.001
H -1.076566 -2.173204 -3.498495 0.000 0.020 -0.008 -0.002
H -0.792629 -5.737553 -0.956753 -0.030 0.001 0.021 0.000
H 0.971322 -5.807128 -0.991863 0.020 -0.015 0.015 0.000
H 0.047489 -5.984647 -2.478343 0.008 0.000 -0.003 0.000
H 1.779832 -2.551550 -3.563336 0.001 -0.012 -0.003 0.001
H 1.953962 -4.289741 -3.476747 -0.010 -0.004 0.000 0.000
H 2.688073 -3.295965 -2.229535 0.007 0.006 -0.009 0.000
N -6.545514 2.544768 3.448568 -0.016 -0.010 -0.001 -0.002
C -5.560409 2.223663 2.954438 0.023 0.019 0.007 0.003
C -4.328181 1.823283 2.333480 0.002 -0.008 0.002 -0.006
C -3.336423 1.201936 3.079579 -0.004 0.005 -0.001 0.001
C -2.149937 0.825678 2.470108 0.035 -0.030 -0.003 -0.019
C -1.916692 1.002430 1.096162 -0.081 0.068 -0.084 0.075
C -2.939733 1.668984 0.384959 -0.016 -0.040 0.025 -0.024
C -4.117529 2.068976 0.976313 -0.002 -0.012 -0.012 0.002
H -3.485031 1.028246 4.136742 -0.001 0.001 0.001 0.000
H -1.405521 0.380096 3.107958 -0.064 0.040 -0.028 0.008
H -2.840228 1.862330 -0.671130 -0.007 -0.042 -0.021 -0.004
H -4.882403 2.565976 0.394877 -0.001 0.000 0.004 0.000